100
Properties=species:S:1:pos:R:3:forces:R:3:mulliken_charge:R:1 method="wB97M-V/def2-TZVPD" homo_lumo_gap_ha="0.2726 / 0.2663" e_above_lowest_kj_mol=0.0 max_force_ha_per_bohr=0.0169 charge=+2 spin_multiplicity=4 s2=3.763
V -0.085813 -0.168029 0.753905 -0.2 0.0 0.9 0.529
Br 1.322263 2.550038 3.481835 0.0 0.0 0.0 -0.014
C 1.244609 2.873745 1.631636 -0.1 -0.1 0.0 -0.105
C 1.564834 4.146365 1.168573 0.0 0.1 0.1 -0.686
C 1.568376 4.375579 -0.191451 0.0 0.1 -0.1 -0.966
C 1.272973 3.327859 -1.056347 0.0 0.1 -0.1 -0.777
C 0.986732 2.106551 -0.500141 0.0 0.1 0.0 1.119
N 0.936463 1.863631 0.829545 0.1 0.0 -0.2 0.354
C 0.733309 0.913700 -1.373370 0.1 0.1 -0.5 -0.627
O 0.087276 0.946558 -2.383143 0.2 0.0 -0.1 -0.652
O 1.284543 -0.230287 -0.904713 -0.3 0.3 0.1 -0.082
H 1.812892 4.924418 1.877662 0.0 0.0 0.0 0.560
H 1.808528 5.360722 -0.577111 0.0 -0.1 0.0 0.582
H 1.262092 3.443211 -2.132273 0.0 0.0 0.0 0.591
N -1.734306 -1.592980 -1.963090 0.0 0.0 0.0 0.281
C -1.510941 -2.467866 -0.977787 0.1 0.1 0.2 -0.599
N -2.040954 -3.675284 -1.089580 0.0 0.0 -0.1 -0.792
C -1.731524 -4.534272 -0.123258 0.1 -0.1 0.1 -0.056
N -2.351031 -5.710478 -0.096936 0.0 0.0 0.0 -0.315
N -0.776560 -4.317611 0.823779 -0.1 -0.1 0.0 -0.664
C -0.329765 -3.094719 0.857559 0.0 0.0 -0.1 -0.066
N -0.754149 -2.074513 0.087293 0.1 -0.2 -0.2 1.611
C 0.804383 -2.783611 1.771174 0.0 0.0 0.0 -0.198
C 1.398022 -3.759610 2.547182 0.0 -0.1 0.0 -0.328
C 2.501640 -3.414627 3.314850 0.0 -0.1 0.0 -0.895
C 2.968093 -2.111396 3.282733 0.1 0.0 0.0 -0.984
C 2.309034 -1.189358 2.491572 -0.2 -0.1 -0.1 -0.556
N 1.247566 -1.514145 1.743864 0.3 -0.1 0.2 1.415
H -2.272967 -1.923597 -2.745755 0.0 0.0 0.0 0.320
H -1.149323 -0.783486 -2.094576 0.1 0.1 0.0 -0.176
H -3.034548 -5.928943 -0.799483 0.0 0.0 0.0 0.269
H -2.095289 -6.393860 0.591782 0.0 0.0 0.0 0.248
H 0.995771 -4.763735 2.528770 0.0 0.1 0.0 0.665
H 2.990419 -4.157463 3.931301 0.0 0.0 0.0 0.512
H 3.826587 -1.804155 3.866618 -0.1 0.0 0.0 0.547
H 2.619973 -0.154034 2.460044 0.0 0.1 0.0 0.282
I -1.145450 -0.354276 3.425332 -0.1 -0.1 0.0 0.321
C -2.075462 1.427043 4.017120 0.0 0.0 -0.1 0.146
C -1.781570 1.747484 5.312666 0.1 -0.1 0.1 -0.591
C -2.418278 2.823964 5.950606 0.0 0.0 0.1 -0.987
C -3.383152 3.502705 5.274858 0.0 0.0 0.1 -0.866
C -3.716314 3.172752 3.939253 0.0 0.0 0.0 0.830
C -4.794555 3.862589 3.339146 0.0 0.0 0.0 -0.859
C -5.196416 3.556654 2.077685 0.0 0.0 -0.1 -1.348
C -4.457821 2.615739 1.343893 0.0 0.0 0.1 -0.149
C -3.364869 1.944142 1.849177 -0.1 0.0 0.0 0.828
P -2.495045 0.994559 0.506685 0.0 -0.1 0.0 1.895
C -3.802650 -0.211687 0.063082 -0.1 0.0 0.0 1.410
C -3.827094 -1.399278 0.798619 -0.1 0.0 -0.1 -0.518
C -4.826148 -2.341057 0.597830 0.0 0.0 0.0 -0.526
C -5.816336 -2.112200 -0.346150 0.0 -0.1 0.0 -0.805
C -5.810886 -0.930584 -1.071514 0.0 0.1 0.0 -0.823
C -4.817724 0.018313 -0.864938 0.0 0.0 0.1 -0.559
C -2.407367 2.285313 -0.785271 -0.1 0.0 -0.1 0.069
C -2.113696 3.592728 -0.389091 0.0 0.1 0.0 -0.720
C -1.956181 4.597755 -1.330830 0.0 0.1 0.0 -0.857
C -2.077941 4.311083 -2.685303 0.0 0.0 0.0 -0.877
C -2.340480 3.011898 -3.090133 0.0 -0.1 0.0 -0.841
C -2.496257 2.002891 -2.147525 0.0 0.1 0.1 -0.283
C -3.015056 2.146326 3.226610 0.0 0.0 0.0 0.340
H -1.067405 1.151781 5.869783 0.0 0.0 0.0 0.475
H -2.166543 3.070222 6.974702 0.0 0.0 -0.1 0.443
H -3.934931 4.304492 5.754423 0.0 -0.1 0.0 0.405
H -5.307691 4.620782 3.920817 0.0 -0.1 0.0 0.426
H -6.045638 4.051160 1.621436 0.1 0.0 0.0 0.453
H -4.750493 2.452611 0.315332 0.0 0.0 0.0 0.268
H -3.070054 -1.590042 1.544576 0.1 0.0 0.1 -0.110
H -4.832879 -3.253187 1.186095 0.0 0.1 0.0 0.560
H -6.599677 -2.844024 -0.505178 0.1 0.0 0.0 0.420
H -6.592794 -0.734421 -1.795390 0.0 0.0 0.0 0.467
H -4.863898 0.941813 -1.420757 0.1 0.1 -0.1 0.378
H -2.043312 3.839804 0.665830 0.0 0.0 -0.1 0.491
H -1.754328 5.613778 -1.004535 0.0 -0.1 0.0 0.496
H -1.971987 5.099854 -3.421430 0.0 -0.1 0.1 0.436
H -2.425195 2.777111 -4.145946 0.0 0.0 0.1 0.493
H -2.670441 0.992262 -2.486300 -0.1 -0.1 0.0 0.442
Ge 3.179879 -0.505367 -0.962620 0.0 -0.2 -0.2 1.729
C 3.654723 0.217062 -2.672039 0.0 0.0 0.0 -0.114
C 3.493415 -0.547051 -3.830177 0.0 0.0 0.0 -0.022
C 3.826389 -0.013376 -5.065737 0.0 0.0 0.0 -0.826
C 4.327978 1.280948 -5.150437 0.0 0.0 0.0 -0.459
C 4.501333 2.044738 -4.001662 0.0 0.0 -0.1 -0.776
C 4.166239 1.513030 -2.765062 0.0 0.0 0.0 -0.274
C 3.176371 -2.415796 -0.736098 0.0 0.0 0.0 0.187
C 4.191536 -3.055005 -0.025198 0.0 0.0 0.0 -0.711
C 4.196588 -4.439785 0.096274 0.0 0.0 0.0 -0.838
C 3.187012 -5.192348 -0.490275 0.0 0.0 0.0 -0.647
C 2.171393 -4.563289 -1.202015 0.0 0.0 0.0 -0.742
C 2.166223 -3.180543 -1.326273 0.1 0.0 0.0 0.018
H 3.696101 0.339592 0.209264 0.0 0.0 0.0 0.020
H 3.115965 -1.563285 -3.771696 0.0 0.0 0.0 0.362
H 3.703621 -0.608017 -5.963930 0.0 0.1 0.1 0.433
H 4.594934 1.692568 -6.116491 0.0 0.0 0.1 0.415
H 4.908284 3.047012 -4.070925 0.0 -0.1 0.0 0.429
H 4.320706 2.107654 -1.869003 0.0 0.0 0.0 0.408
H 4.989141 -2.480588 0.439145 -0.1 0.0 0.0 0.430
H 4.994236 -4.931523 0.643272 -0.1 0.0 -0.1 0.471
H 3.197367 -6.272909 -0.401837 0.0 0.1 0.0 0.445
H 1.389481 -5.152347 -1.669320 0.1 0.0 0.0 0.510
H 1.373228 -2.697493 -1.887057 0.0 0.0 0.0 0.432